C3H5NO2 in the gas phase in a non-equilibrium geometry, computed with wB97M-V/def2-TZVPD.

Results
ΔE to the lowest compared entry with this formula, charge and spin = 125.7 kcal per mole
Orbital gap = 9.69 eV
DFT total energy = -322.3740 Ha
HOMO level = -8.900 eV
SMILES = CC1=[N+]([O-])OC1

The geometry in ORCA input format:
```
! wB97M-V def2-TZVPD RIJCOSX def2/J DEFGRID3
* xyz 0 1
C 0.0394 -0.0024 0.9211
C -0.0558 -1.4471 1.3243
C 0.7803 0.8975 0.0313
N -0.9384 0.3386 1.6585
O -1.4968 1.3731 1.9071
O -1.2679 -0.9540 2.2004
H -0.6702 -2.0596 0.6119
H 0.4809 -2.1567 1.9819
H 0.5769 0.6217 -1.0172
H 1.8882 0.9071 0.3364
H 0.2755 1.8326 0.2486
*
```